{
  "formula": "C41H39ClN8O5SeV",
  "method": "ωB97M-V/def2-TZVPD",
  "symbols": ["V", "O", "C", "C", "C", "C", "C", "C", "C", "O", "N", "O", "O", "H", "H", "H", "H", "Se", "N", "C", "C", "C", "C", "N", "C", "N", "H", "H", "H", "N", "C", "C", "C", "C", "C", "C", "C", "C", "C", "C", "C", "C", "C", "H", "H", "H", "H", "H", "H", "H", "H", "H", "H", "C", "C", "C", "C", "C", "O", "C", "C", "C", "C", "C", "C", "Cl", "C", "C", "C", "N", "C", "N", "C", "N", "H", "H", "H", "H", "H", "H", "H", "H", "H", "H", "H", "H", "H", "H", "H", "H", "H", "H", "H", "H", "H", "H"],
  "coordinates": [[-0.1384, 0.5939, 0.6382], [-1.7912, -0.6878, 0.3663], [-1.7401, -1.9192, 0.2580], [-0.5294, -2.6912, 0.1706], [-0.6026, -4.0840, 0.2750], [0.5694, -4.7919, 0.2106], [1.7998, -4.1806, 0.0141], [1.8741, -2.8022, -0.1206], [0.7072, -2.0682, -0.0290], [0.7347, -0.7180, -0.1822], [0.5165, -6.2662, 0.3508], [-0.5805, -6.7637, 0.4425], [1.5742, -6.8475, 0.3799], [-2.6928, -2.4580, 0.2250], [-1.5432, -4.6020, 0.4106], [2.6875, -4.7959, -0.0411], [2.8163, -2.3098, -0.3145], [0.9382, 5.3684, -1.0124], [2.6093, 5.2070, -0.4762], [2.7232, 3.9844, 0.0256], [3.9342, 3.4362, 0.5397], [3.9042, 2.1532, 0.9818], [2.6895, 1.4241, 0.9428], [1.5361, 1.8784, 0.5068], [1.5361, 3.1829, -0.0030], [0.4687, 3.7250, -0.5409], [4.8345, 4.0355, 0.5560], [4.7862, 1.6643, 1.3686], [2.6825, 0.4002, 1.2956], [-0.1602, 0.2996, 2.3212], [-0.3819, 0.0936, 3.5771], [-1.5191, 0.7871, 4.2149], [-2.7758, 0.7910, 3.6118], [-3.8255, 1.4559, 4.2240], [-3.6124, 2.1483, 5.4102], [-2.3560, 2.1611, 6.0013], [-1.3100, 1.4659, 5.4154], [0.4673, -0.8250, 4.3370], [-0.0069, -1.3725, 5.5330], [0.7666, -2.2886, 6.2283], [2.0130, -2.6534, 5.7412], [2.4933, -2.1142, 4.5500], [1.7202, -1.2113, 3.8499], [-2.9340, 0.2603, 2.6813], [-4.8096, 1.4362, 3.7780], [-4.4323, 2.6742, 5.8805], [-2.1946, 2.6985, 6.9254], [-0.3329, 1.4557, 5.8816], [-0.9844, -1.1030, 5.9077], [0.3954, -2.7185, 7.1479], [2.6175, -3.3623, 6.2911], [3.4681, -2.4002, 4.1800], [2.0864, -0.7876, 2.9248], [-5.6769, 5.4526, 0.1629], [-5.7675, 4.1995, -0.7176], [-7.1571, 4.1641, -1.3659], [-5.6768, 2.9781, 0.2146], [-4.6636, 4.1822, -1.8347], [-4.4786, 2.8400, -2.3325], [-4.9921, 5.0248, -3.0890], [-5.0581, 6.5606, -3.0409], [-3.7045, 7.1829, -2.7648], [-2.6315, 6.9095, -3.6112], [-1.3446, 7.3164, -3.2969], [-1.1300, 8.0146, -2.1188], [0.4964, 8.4624, -1.6798], [-2.1841, 8.3662, -1.2971], [-3.4701, 7.9549, -1.6345], [-3.2645, 4.5833, -1.3605], [-2.6385, 3.6798, -0.3787], [-2.1983, 2.4602, -0.5792], [-1.5662, 2.0343, 0.5242], [-1.7012, 3.0915, 1.3904], [-2.3316, 4.1029, 0.8766], [-6.4884, 5.4316, 0.8922], [-5.7832, 6.3774, -0.4005], [-4.7417, 5.5018, 0.7237], [-7.9159, 4.1033, -0.5857], [-7.2959, 3.2913, -2.0108], [-7.3701, 5.0547, -1.9568], [-6.5777, 2.9505, 0.8300], [-4.8323, 3.0391, 0.9016], [-5.6162, 2.0371, -0.3306], [-5.2773, 2.5706, -2.8006], [-5.9330, 4.6397, -3.4880], [-4.2338, 4.7444, -3.8235], [-5.7898, 6.9130, -2.3156], [-5.4261, 6.8959, -4.0129], [-2.7923, 6.3529, -4.5271], [-0.5155, 7.0995, -3.9566], [-2.0035, 8.9457, -0.4023], [-4.2924, 8.2125, -0.9777], [-3.2535, 5.5642, -0.9009], [-2.5895, 4.6070, -2.2140], [-2.3320, 1.9292, -1.5061], [-1.3086, 3.0902, 2.3947]],
  "multiplicity": 2,
  "charge": 2,
  "max_force_ev_per_a": 1.3,
  "homo_ha": [-0.484, -0.484]
}



{
  "formula": "C35H62BCl2FO9",
  "method": "ωB97M-V/def2-TZVPD",
  "symbols": ["C", "C", "C", "O", "C", "C", "C", "C", "C", "C", "Cl", "C", "C", "C", "Cl", "C", "O", "C", "B", "O", "O", "C", "C", "C", "C", "F", "C", "O", "H", "H", "H", "H", "H", "H", "H", "H", "H", "H", "H", "H", "H", "H", "H", "H", "H", "H", "H", "H", "H", "H", "C", "C", "O", "C", "C", "H", "H", "H", "H", "H", "H", "H", "H", "H", "H", "C", "C", "O", "C", "C", "H", "H", "H", "H", "H", "H", "H", "H", "H", "H", "C", "C", "O", "C", "C", "H", "H", "H", "H", "H", "H", "H", "H", "H", "H", "C", "C", "O", "C", "C", "H", "H", "H", "H", "H", "H", "H", "H", "H", "H"],
  "coordinates": [[9.0939, 0.1579, -0.7975], [7.7161, 0.6155, -0.1612], [6.4727, 0.2346, -1.0954], [5.6860, -0.7506, -0.3763], [4.3583, -0.3892, -0.2458], [3.3722, -1.2764, -0.8972], [1.9586, -0.9792, -0.7629], [1.4895, 0.2004, 0.0060], [2.4376, 1.0978, 0.6647], [1.9730, 2.3108, 1.5125], [2.6352, 3.9122, 0.9147], [2.3779, 2.0324, 3.0418], [1.1043, 2.1212, 3.9964], [3.8759, 0.7652, 0.5132], [5.1070, 1.7994, 1.3303], [-0.0647, 0.4034, 0.0865], [-0.6076, 1.4793, 0.0507], [-0.8844, -0.9370, 0.1745], [-2.1821, -0.9670, 1.1219], [-3.2170, -0.0134, 1.1038], [-2.2896, -2.0685, 2.0203], [-1.1390, -2.0611, 2.9162], [-0.4470, -2.0303, -0.5236], [-1.1413, -3.4264, -0.4878], [-2.5664, -3.4761, -1.1550], [-3.4054, -4.2199, -0.2590], [0.8603, -1.9037, -1.3906], [0.9785, -2.4507, -2.4576], [8.9787, -0.7892, -1.3948], [9.5942, 0.9572, -1.4050], [9.7901, -0.0665, 0.0632], [7.6017, 0.0602, 0.8102], [7.7171, 1.7102, 0.1020], [5.8902, 1.1764, -1.2877], [6.8927, -0.1467, -2.0590], [3.6737, -2.1786, -1.4841], [0.8622, 2.4477, 1.5308], [2.7286, 0.9616, 3.0717], [3.2412, 2.6518, 3.3799], [0.7998, 1.0598, 4.2274], [1.4521, 2.5653, 4.9630], [0.2546, 2.6973, 3.5404], [-3.1877, 0.4139, 1.9828], [-1.2903, -2.7227, 3.8027], [-0.2101, -2.4371, 2.3937], [-0.9893, -0.9870, 3.2282], [-1.1688, -3.7795, 0.5803], [-0.4782, -4.1437, -1.0387], [-2.5078, -4.0944, -2.0828], [-3.0375, -2.4712, -1.3079], [-7.2445, -7.9179, 0.1832], [-7.8859, -6.7597, -0.5608], [-8.4865, -5.7976, 0.2921], [-7.6229, -5.1538, 1.2167], [-6.4894, -4.3847, 0.5615], [-7.9797, -8.4188, 0.8171], [-6.8383, -8.6444, -0.5239], [-6.4284, -7.5871, 0.8276], [-8.6852, -7.1461, -1.1966], [-7.1667, -6.2749, -1.2304], [-7.2394, -5.8773, 1.9440], [-8.2449, -4.4541, 1.7802], [-5.8274, -5.0392, -0.0065], [-5.8868, -3.8766, 1.3169], [-6.8849, -3.6385, -0.1321], [-0.9469, 6.5502, -0.2963], [-0.9261, 5.1364, 0.2576], [-1.5252, 5.0163, 1.5413], [-2.8932, 5.3786, 1.6301], [-3.7999, 4.5510, 0.7358], [-0.4475, 7.2374, 0.3908], [-0.4365, 6.5866, -1.2610], [-1.9645, 6.9167, -0.4429], [0.1088, 4.8153, 0.3745], [-1.3888, 4.4315, -0.4417], [-3.0167, 6.4491, 1.4351], [-3.1854, 5.2220, 2.6716], [-3.5581, 4.6803, -0.3207], [-4.8431, 4.8420, 0.8774], [-3.6978, 3.4873, 0.9658], [11.7399, 0.6966, -6.3522], [11.0296, 0.5419, -5.0189], [9.7698, -0.1077, -5.1176], [9.7833, -1.4287, -5.6348], [10.6140, -2.3984, -4.8126], [11.1134, 1.2474, -7.0573], [12.6791, 1.2380, -6.2208], [11.9717, -0.2685, -6.8056], [10.8336, 1.5337, -4.6063], [11.6649, 0.0259, -4.2904], [10.1050, -1.4228, -6.6815], [8.7446, -1.7677, -5.6357], [11.6674, -2.1134, -4.7876], [10.5506, -3.4043, -5.2324], [10.2585, -2.4260, -3.7797], [-9.7009, 2.1032, 3.4002], [-9.0604, 3.2957, 2.7119], [-7.7086, 3.5119, 3.0877], [-6.8050, 2.4531, 2.8136], [-6.7076, 2.0977, 1.3409], [-9.6503, 2.2159, 4.4856], [-10.7486, 2.0131, 3.1057], [-9.2009, 1.1674, 3.1451], [-9.6039, 4.2004, 2.9917], [-9.1414, 3.2123, 1.6225], [-7.0580, 1.5738, 3.4156], [-5.8245, 2.7900, 3.1607], [-7.6600, 1.7419, 0.9433], [-5.9670, 1.3096, 1.1871], [-6.4158, 2.9724, 0.7557]],
  "smiles": "CCCOc1cc2c(c([C@H](Cl)CC)c1Cl)C(=O)C(B(O)OC)=C(CCF)C2=O.CCOCC.CCOCC.CCOCC.CCOCC",
  "charge": 0,
  "max_force_ev_per_a": 2.5,
  "homo_ha": -0.345
}



{
  "formula": "C2H2I4",
  "method": "ωB97M-V/def2-TZVPD",
  "symbols": ["C", "C", "I", "I", "I", "I", "H", "H"],
  "coordinates": [[0.1815, 0.5086, 0.3396], [-0.8513, 0.7808, -0.4012], [1.0508, -1.5044, 0.0274], [3.8109, -1.2943, -1.1224], [-1.4538, -2.0308, 1.2068], [-2.0687, 2.4396, -0.2739], [0.5434, 1.1494, 1.1649], [-1.2129, -0.0488, -0.9413]],
  "relative_energy_kcal_mol": 30.7,
  "charge": 0,
  "max_force_ev_per_a": 1.9,
  "homo_ha": -0.325
}



{
  "formula": "C15H34NO3P2S",
  "method": "ωB97M-V/def2-TZVPD",
  "symbols": ["C", "O", "C", "C", "C", "C", "C", "C", "C", "C", "P", "C", "C", "P", "O", "O", "S", "H", "H", "H", "H", "H", "H", "H", "H", "H", "H", "H", "H", "H", "H", "H", "H", "H", "H", "H", "H", "H", "H", "H", "H", "H", "H", "H", "C", "C", "C", "C", "N", "H", "H", "H", "H", "H", "H", "H"],
  "coordinates": [[3.5845, 2.9382, -0.2645], [3.1114, 4.1671, -0.7618], [1.9598, 4.0717, -1.5588], [0.6764, 3.8562, -0.7480], [-0.2543, 2.8155, -1.3750], [-1.4690, 2.5479, -0.4824], [-2.2098, 1.2029, -0.6980], [-1.8383, 0.4175, -1.9512], [-2.4744, -0.9900, -1.9750], [-1.4893, -2.1312, -2.2341], [0.0606, -2.1059, -1.2806], [0.4694, -3.7997, -0.8395], [-0.0106, -1.1200, 0.1992], [1.7699, -1.4447, -2.4828], [1.8978, -2.6876, -3.4667], [1.3217, -0.2184, -3.3842], [3.2241, -1.1155, -1.3001], [3.3378, 2.8213, 0.7926], [3.1665, 2.0860, -0.8088], [4.6667, 2.9051, -0.3730], [2.0700, 3.2383, -2.2660], [1.8951, 4.9762, -2.1590], [0.1458, 4.7902, -0.5723], [0.9753, 3.4723, 0.2303], [0.3481, 1.9189, -1.5243], [-0.6033, 3.2021, -2.3345], [-1.1307, 2.5741, 0.5539], [-2.1766, 3.3659, -0.5960], [-3.2796, 1.4027, -0.7803], [-2.1016, 0.5916, 0.1997], [-2.1952, 0.9837, -2.8110], [-0.7565, 0.3344, -2.0692], [-3.1966, -1.0315, -2.7886], [-3.0373, -1.1565, -1.0590], [-1.9596, -3.0836, -1.9797], [-1.2362, -2.2043, -3.2932], [0.2702, -4.4346, -1.6985], [1.5298, -3.8384, -0.5981], [-0.1253, -4.0879, 0.0231], [-0.9486, -1.3206, 0.7144], [0.0174, -0.0598, -0.0462], [0.8562, -1.3454, 0.8141], [2.6383, -2.5356, -4.0722], [0.4149, -0.2759, -3.7152], [0.5279, -2.0781, 5.3710], [-0.9867, -1.9191, 5.4177], [-1.5965, -1.6317, 4.0404], [-1.1307, -0.3592, 3.4878], [-0.7553, 0.6375, 3.0582], [1.0135, -1.1619, 5.0315], [0.9188, -2.3122, 6.3596], [0.8176, -2.8881, 4.6977], [-1.2556, -1.1164, 6.1049], [-1.4427, -2.8318, 5.8029], [-2.6851, -1.5982, 4.1053], [-1.3401, -2.4338, 3.3436]],
  "charge": 1,
  "max_force_ev_per_a": 1.2,
  "homo_ha": -0.421
}



no.,E (a.u.)
1,-6205.120105
2,-3092.956920
3,-1268.097877
4,-1953.131469